Entry 1:
ORCA calculation (the ωB97M-V functional and the def2-TZVPD basis) on a cluster of 3 separate species, C26H49ClF3IN2O15P3S3 in total in a non-equilibrium geometry.

Geometry (Å):
C1 1.638 -2.823 -0.107
C2 2.228 -1.667 0.899
C3 1.174 -0.375 0.850
O1 -0.146 -0.879 1.267
C4 -0.613 -0.245 2.513
O2 0.148 -0.318 3.621
C5 -2.067 0.557 2.659
S1 -3.447 -0.708 2.748
N1 -4.055 -1.136 1.162
C6 -3.762 -0.206 0.006
C7 -4.545 -1.015 -1.185
P1 -4.415 -0.149 -2.880
O3 -4.431 1.594 -2.704
I1 -2.075 -0.636 -3.619
N2 -5.238 -2.295 -0.774
C8 -6.057 -3.223 -1.640
C9 -5.482 -3.464 -3.154
C10 -3.895 -3.857 -3.247
Cl1 -3.648 -5.703 -3.567
C11 -4.887 -2.359 0.720
S2 -5.427 -3.781 1.857
O4 -5.348 -3.389 3.379
O5 -6.809 -4.372 1.478
C12 -4.177 -5.210 1.643
F1 -2.765 -4.754 1.688
F2 -4.442 -6.028 0.426
F3 -4.374 -6.143 2.809
O6 3.569 -1.254 0.412
C13 4.632 -2.042 1.116
O7 4.891 -1.885 2.444
C14 5.608 -3.129 0.327
S3 4.882 -3.475 -1.366
H1 0.545 -3.159 0.142
H2 1.622 -2.367 -1.203
H3 2.307 -3.804 -0.085
H4 2.320 -2.047 2.004
H5 1.538 0.484 1.561
H6 1.110 -0.019 -0.266
H7 -2.137 1.314 1.768
H8 -2.048 1.185 3.646
H9 -3.190 0.811 -0.073
H10 -3.583 1.883 -2.224
H11 -7.151 -2.784 -1.679
H12 -6.100 -4.267 -1.099
H13 -6.085 -4.389 -3.603
H14 -5.782 -2.540 -3.849
H15 -3.349 -3.512 -2.271
H16 -3.478 -3.330 -4.233
H17 5.704 -4.161 0.879
H18 6.704 -2.715 0.179
H19 5.559 -2.742 -2.364
O8 -5.173 6.194 -4.263
P2 -6.338 6.129 -3.246
O9 -7.384 5.426 -4.317
C15 -7.283 4.020 -4.484
C16 -7.759 3.271 -3.252
O10 -6.719 7.737 -3.470
C17 -5.736 8.660 -3.928
C18 -5.777 8.777 -5.445
O11 -7.640 6.055 -2.109
C19 -8.745 6.959 -2.120
C20 -9.550 7.011 -3.411
H20 -6.252 3.747 -4.729
H21 -7.911 3.748 -5.338
H22 -7.094 3.455 -2.401
H23 -7.783 2.194 -3.437
H24 -8.760 3.602 -2.958
H25 -4.740 8.387 -3.563
H26 -5.967 9.634 -3.487
H27 -5.811 7.810 -5.946
H28 -4.904 9.324 -5.814
H29 -6.679 9.317 -5.757
H30 -8.403 7.959 -1.825
H31 -9.414 6.624 -1.320
H32 -8.971 7.398 -4.254
H33 -10.418 7.668 -3.290
H34 -9.906 6.015 -3.691
O12 8.594 -3.351 4.565
P3 9.846 -3.201 3.666
O13 10.780 -2.573 4.877
C21 11.378 -3.498 5.772
C22 12.476 -4.303 5.100
O14 9.270 -1.797 2.975
C23 7.872 -1.526 2.934
C24 7.448 -0.715 4.150
O15 11.244 -3.035 2.661
C25 11.678 -1.787 2.118
C26 11.970 -0.686 3.128
H35 10.613 -4.159 6.190
H36 11.807 -2.921 6.598
H37 12.061 -4.959 4.326
H38 13.001 -4.927 5.827
H39 13.199 -3.644 4.610
H40 7.296 -2.453 2.836
H41 7.675 -0.945 2.029
H42 7.842 -1.111 5.085
H43 6.357 -0.676 4.226
H44 7.824 0.312 4.068
H45 10.961 -1.449 1.359
H46 12.606 -2.003 1.578
H47 11.077 -0.365 3.672
H48 12.371 0.197 2.622
H49 12.700 -1.021 3.872

Results
Total energy: -150570.57771 eV
Frontier orbital gap: 4.946 eV
Total charge: +1
E_HOMO: -10.69 eV
Multiplicity: 1
LUMO energy: -5.741 eV

Entry 2:
ORCA calculation (the ωB97M-V functional and the def2-TZVPD basis) on the molecule C5H11NO in a non-equilibrium geometry.

Geometry (Å):
C1 -1.184 0.136 -1.547
N1 -0.379 0.128 -0.491
C2 -0.858 -0.339 0.815
C3 -0.957 0.766 1.883
C4 1.046 0.419 -0.558
C5 1.882 -0.880 -0.711
O1 -0.901 0.581 -2.645
H1 -2.197 -0.268 -1.418
H2 -0.216 -1.138 1.185
H3 -1.868 -0.696 0.616
H4 -1.783 1.439 1.655
H5 -0.011 1.295 1.950
H6 -1.218 0.303 2.834
H7 1.245 1.011 -1.442
H8 1.277 0.958 0.354
H9 2.200 -1.461 0.153
H10 1.213 -1.565 -1.242
H11 2.709 -0.688 -1.390

Results
Total energy: -8900.89369 eV
Frontier orbital gap: 10.196 eV
E_HOMO: -9.30 eV
Multiplicity: 1
Energy above the lowest of the compared OMol25 structures with the same formula, charge and spin: 0.804 eV
LUMO energy: 0.894 eV
Structure (SMILES): CCN(C=O)CC

Entry 3:
ORCA calculation (the ωB97M-V functional and the def2-TZVPD basis) on the molecule C14H14N2O2.

Geometry (Å):
C1 -5.426 0.994 0.537
C2 -4.117 0.883 -0.226
H1 -4.270 0.391 -1.192
H2 -3.664 1.866 -0.387
O1 -3.202 0.073 0.516
C3 -1.948 0.498 0.658
O2 -1.523 1.543 0.241
C4 -1.122 -0.546 1.378
H3 -0.410 -0.053 2.041
H4 -1.784 -1.202 1.943
C5 -0.329 -1.365 0.325
C6 -1.234 -1.894 -0.669
N1 -1.941 -2.298 -1.471
C7 0.721 -0.522 -0.337
C8 0.595 0.217 -1.478
N2 1.758 0.885 -1.727
C9 2.658 0.603 -0.741
C10 3.962 1.043 -0.553
C11 4.640 0.577 0.552
C12 4.040 -0.307 1.454
C13 2.749 -0.747 1.274
C14 2.038 -0.293 0.164
H5 2.297 -1.431 1.979
H6 4.608 -0.647 2.308
H7 5.656 0.899 0.729
H8 4.425 1.726 -1.250
H9 1.910 1.516 -2.495
H10 -0.248 0.306 -2.135
H11 0.153 -2.209 0.834
H12 -6.137 1.575 -0.043
H13 -5.266 1.483 1.495
H14 -5.838 0.004 0.715

Results
Total energy: -21820.70979 eV
Frontier orbital gap: 8.902 eV
E_HOMO: -8.11 eV
Multiplicity: 1
Energy above the lowest of the compared OMol25 structures with the same formula, charge and spin: 0.223 eV
LUMO energy: 0.788 eV
Structure (SMILES): CCOC(=O)C[C@@H](C#N)c1c[nH]c2ccccc12

Entry 4:
ORCA calculation (the ωB97M-V functional and the def2-TZVPD basis) on the ion C4H13N2 with charge +1 in a non-equilibrium geometry.

Geometry (Å):
C1 -1.011 -0.329 -1.024
N1 0.127 -1.241 -1.076
C2 0.186 -2.548 -0.417
C3 -0.800 0.682 0.101
N2 0.649 1.007 0.381
C4 0.731 2.103 1.364
H1 -0.873 0.288 -1.931
H2 -2.046 -0.670 -0.876
H3 0.672 -1.187 -1.915
H4 1.164 -2.896 -0.767
H5 0.144 -2.436 0.683
H6 -0.537 -3.306 -0.698
H7 -1.438 1.541 -0.137
H8 -1.207 0.412 1.093
H9 1.089 1.218 -0.511
H10 0.977 0.124 0.772
H11 0.198 2.997 1.049
H12 0.210 1.880 2.306
H13 1.764 2.361 1.601

Results
Total energy: -7331.70949 eV
Frontier orbital gap: 9.770 eV
Total charge: +1
E_HOMO: -12.98 eV
Multiplicity: 1
Energy above the lowest of the compared OMol25 structures with the same formula, charge and spin: 1.778 eV
LUMO energy: -3.209 eV
Structure (SMILES): CNCC[NH2+]C

Entry 5:
ORCA calculation (the ωB97M-V functional and the def2-TZVPD basis) on the molecule C4H6N2 in a non-equilibrium geometry.

Geometry (Å):
N1 -0.867 -0.567 -1.214
C1 -1.313 0.425 -0.681
C2 -1.613 1.513 -0.051
C3 0.870 -0.478 0.599
C4 0.419 -1.069 -0.689
N2 2.098 -0.180 0.686
H1 -1.263 2.445 -0.445
H2 -2.359 1.479 0.710
H3 0.182 -0.513 1.448
H4 1.166 -0.911 -1.469
H5 0.311 -2.145 -0.545
H6 2.368 0.000 1.650

Results
Total energy: -7223.19525 eV
Frontier orbital gap: 10.173 eV
E_HOMO: -9.14 eV
Multiplicity: 1
Energy above the lowest of the compared OMol25 structures with the same formula, charge and spin: 2.396 eV
LUMO energy: 1.029 eV
Structure (SMILES): [H]/N=C/CN=C=C

Entry 6:
ORCA calculation (the ωB97M-V functional and the def2-TZVPD basis) on a cluster of 2 separate species, C3H4NO2 in total in a non-equilibrium geometry.

Geometry (Å):
C1 -0.865 0.507 -0.193
C2 -3.648 0.111 -0.091
C3 0.332 -0.219 0.405
N1 -0.705 1.603 -0.803
O1 -3.865 0.473 0.998
O2 -3.955 -0.395 -1.091
H1 0.368 -0.721 1.397
H2 1.180 0.466 0.386
H3 0.564 -1.183 -0.152
H4 0.263 1.940 -0.754

Results
Total energy: -8759.80723 eV
Frontier orbital gap (alpha / beta): 5.866 / 5.866 eV
Total charge: -1
E_HOMO (alpha / beta): -1.80 / -1.80 eV
Multiplicity: 1
Energy above the lowest of the compared OMol25 structures with the same formula, charge and spin: 2.604 eV
LUMO energy (alpha / beta): 4.063 / 4.063 eV